The following is a DFT calculation (ωB97M-V with the def2-TZVPD basis set) of an isolated ion of composition C8H13IN and charge +1.

As for the charge: +1. The HOMO energy is -0.456 Ha. The calculation puts the HOMO-LUMO gap at 8.411 eV. As for the SMILES: CC1=C[C@@](C)(I)[C@H]([NH3+])C=C1. The relative energy (zero: lowest compared OMol25 entry of this formula, charge and spin) is 159.5 kJ/mol.

CARTESIAN COORDINATES (ANGSTROEM)
C 0.507 2.928 -0.488
C 0.618 1.402 -0.595
C -0.514 0.737 -0.906
C -0.300 -1.063 -1.041
C -1.610 -1.843 -1.051
I 0.993 -1.324 -2.810
C 0.549 -1.469 0.073
N -0.070 -1.366 1.432
C 1.772 -0.602 0.270
C 1.828 0.700 -0.071
H 1.120 3.558 -1.166
H 0.768 3.310 0.522
H -0.653 3.076 -0.508
H -1.346 1.090 -1.382
H -1.547 -2.690 -0.504
H -1.980 -1.872 -2.131
H -2.446 -1.294 -0.757
H 0.986 -2.433 -0.001
H -0.999 -1.758 1.419
H -0.151 -0.342 1.525
H 0.376 -1.823 2.361
H 2.624 -1.128 0.785
H 2.658 1.406 -0.114